A cluster of 3 separate species, C44H32F3NO11 in total, computed with ωB97M-V/def2-TZVPD.

Positions of all 91 atoms, in Å:
F1 -1.17861 -5.16551 2.86809
C1 -1.12184 -1.42563 8.38522
F2 0.27142 -6.21900 1.28025
C2 4.45294 -1.00091 -2.71458
H1 -3.55394 -1.41349 10.77313
H2 -0.22621 -0.99943 -7.65803
H3 -2.61666 6.63407 -8.55504
O1 -2.94001 4.17653 -0.34583
C3 1.07366 -2.27812 -0.54583
H4 3.30194 1.31400 0.84433
C4 1.08185 -0.63934 -5.98614
O2 0.23140 4.25465 -5.42906
H5 5.65484 -2.83101 -2.45875
C5 0.70000 0.56929 -0.85129
H6 -0.92982 -6.18551 4.84599
C6 -2.20995 -1.86707 9.13708
C7 3.03676 -0.74689 -1.92915
O3 2.72861 1.89053 -2.16646
H7 -1.02400 1.95148 -1.41676
C8 -0.75525 -4.32181 5.91465
H8 -3.40821 4.97816 -10.22857
C9 0.60791 -3.78483 -0.03819
H9 -2.78649 -7.02952 6.26363
C10 -2.76183 4.66156 -9.41283
H10 -2.73778 2.60142 -10.03888
C11 -2.31511 5.59193 -8.47489
C12 -0.22640 1.08523 -7.07244
C13 -1.24419 -3.53659 6.96713
C14 -0.49866 -0.21288 8.70359
C15 -2.84398 -3.16817 8.84176
C16 1.19311 1.64126 -5.19399
H11 2.64928 3.42079 -0.61349
C17 -0.97382 0.55957 9.76463
H12 1.62591 -4.38976 0.11016
C18 0.15678 -0.90084 -0.30414
H13 0.32193 2.09981 1.54650
H14 -1.12717 5.92092 -6.70976
H15 1.39215 -1.67923 -5.91087
C19 -0.09707 1.99307 -0.69386
H16 4.70170 0.88744 -0.35734
H17 -0.98321 6.49669 -0.98076
C20 -1.08195 3.84726 -7.33311
C21 4.07280 1.78376 0.08893
C22 2.16178 0.63114 -1.66149
C23 -2.38200 3.32207 -9.30424
H18 0.36017 0.13143 8.12979
H19 -0.48366 1.49782 10.01486
C24 1.60030 0.30915 -5.10489
H20 4.83767 2.40636 0.75810
C25 -2.69635 -1.08182 10.19041
C26 -1.60811 4.35910 -0.12789
H21 0.57929 2.89808 -1.05655
H22 -2.45353 0.73628 11.32213
C27 0.17004 -0.25457 -6.97013
C28 -1.47589 5.18803 -7.43546
C29 -1.54419 2.91278 -8.25858
C30 -2.30150 -3.99964 7.74885
C31 0.05740 -4.93545 2.03846
C32 -1.15912 1.49204 -8.14325
H23 1.59814 2.37526 -4.49930
C33 3.60852 -3.30529 -1.78978
H24 2.32063 0.01155 -4.34611
C34 -2.07747 0.12987 10.50105
C35 -0.62350 -2.22735 7.24995
O4 5.18352 -0.09456 -3.37741
O5 0.29750 -1.81325 6.55536
C36 -1.31340 -5.57560 5.66103
H25 -3.67391 -5.63607 8.10894
C37 -2.35781 -6.04819 6.45523
H26 0.06315 -3.96155 5.29351
H27 0.27958 5.07295 -1.39697
H28 0.05478 -4.28070 -0.95651
H29 -1.65869 -1.79954 0.13610
C38 -0.16539 3.43673 -6.25110
H30 4.29795 3.24010 -1.64920
C39 -2.85616 -5.26101 7.49557
O6 -3.80210 -3.55503 9.49947
N1 4.66846 -2.48596 -2.49319
C40 0.27317 2.02892 -6.17578
O7 -0.22839 -3.78051 1.17200
O8 -1.13574 -0.98170 0.40484
C41 -0.86237 5.34234 -1.25691
C42 2.49453 -2.18385 -1.35706
O9 3.69328 -4.62359 -1.59572
H31 -1.49620 1.68572 1.13831
C43 3.39602 2.67069 -1.11288
H32 -1.39675 5.21526 -2.29931
F3 1.19825 -4.58502 2.91626
O10 -0.86821 3.79575 1.01464
O11 -1.60117 0.66305 -8.92912
C44 -0.58533 2.35391 0.82892

The multiplicity is 1. Its SMILES is CCOc1c(CCOC(C)=O)c(O)c(COC(F)(F)F)c2c1C(=O)NC2=O.O=C1c2ccccc2C(=O)c2ccccc21.O=C1c2ccccc2C(=O)c2ccccc21. The gap between HOMO and LUMO is 0.26871 Eh.